93
Properties=species:S:1:pos:R:3 method="wB97M-V/def2-TZVPD" e_lumo_ev=-0.354 gap_ev=8.27 max_force_ev_per_a=8.6
C 5.23 -1.99 3.51
C 6.32 -2.37 2.30
C 6.27 -1.17 1.15
C 6.64 0.32 1.74
C 6.05 1.43 0.69
C 4.82 2.36 1.28
C 5.52 3.22 2.49
C 5.11 2.71 4.01
O 5.08 3.51 5.08
N 4.28 3.24 0.14
C 3.40 2.24 -0.64
O 3.26 2.42 -1.96
C 2.80 1.05 0.36
C 1.21 0.66 0.25
I -0.08 1.63 -1.30
C 0.52 -0.36 1.13
C 1.37 -1.16 2.29
I -1.64 -0.76 0.76
C 3.42 1.63 1.76
O 2.35 2.46 2.36
H 5.70 -1.26 4.32
H 4.82 -2.94 4.05
H 4.38 -1.36 2.97
H 5.88 -3.33 1.77
H 7.38 -2.54 2.76
H 7.09 -1.44 0.33
H 5.23 -1.16 0.57
H 7.83 0.40 1.70
H 6.35 0.49 2.86
H 5.78 0.85 -0.30
H 6.92 2.18 0.39
H 5.12 4.34 2.41
H 6.69 3.15 2.43
H 4.86 1.55 4.16
H 3.66 3.97 0.60
H 3.42 0.11 0.05
H 2.28 -1.79 1.87
H 0.73 -1.89 2.95
H 1.84 -0.37 3.04
H 3.69 0.66 2.37
H 2.71 3.38 2.61
C -6.41 -3.24 2.06
C -5.41 -3.55 3.16
C -5.14 -2.38 4.06
O -3.83 -2.65 4.53
C -3.22 -3.39 3.55
O -2.02 -3.62 3.51
O -4.12 -3.82 2.62
H -6.01 -2.49 1.37
H -6.60 -4.14 1.46
H -7.36 -2.89 2.47
H -5.73 -4.43 3.73
H -5.85 -2.33 4.89
H -5.13 -1.42 3.53
C -2.13 5.09 -6.63
C -1.69 5.03 -5.18
C -1.11 3.71 -4.79
O -1.37 3.66 -3.40
C -2.49 4.42 -3.19
O -3.13 4.44 -2.15
O -2.80 5.15 -4.31
H -2.96 4.39 -6.82
H -2.50 6.09 -6.88
H -1.30 4.85 -7.31
H -1.00 5.86 -4.97
H -0.04 3.65 -4.99
H -1.61 2.85 -5.26
C -0.85 -4.46 0.78
C -0.57 -5.39 -0.38
C 0.38 -6.50 -0.04
O 0.96 -6.80 -1.29
C 0.93 -5.65 -2.02
O 1.53 -5.47 -3.07
O 0.13 -4.71 -1.42
H 0.06 -3.93 1.09
H -1.57 -3.70 0.49
H -1.25 -5.01 1.64
H -1.51 -5.77 -0.80
H -0.14 -7.38 0.37
H 1.18 -6.20 0.65
C -5.95 2.02 -1.64
C -6.16 1.70 -3.10
C -5.79 2.83 -4.02
O -6.62 2.59 -5.15
C -7.72 1.94 -4.68
O -8.74 1.77 -5.32
O -7.54 1.52 -3.39
H -6.60 2.83 -1.31
H -6.19 1.15 -1.02
H -4.91 2.31 -1.44
H -5.63 0.78 -3.37
H -4.73 2.81 -4.30
H -6.03 3.82 -3.61

***

13
Properties=species:S:1:pos:R:3 method="wB97M-V/def2-TZVPD" e_lumo_ev=3.761 gap_ev=6.08 total_charge=-1 max_force_ev_per_a=4.0
C 1.60 -1.82 -0.25
C -0.55 -0.86 -0.10
C -2.28 0.81 -0.20
N 0.21 -1.82 -0.29
N 2.32 -0.74 -0.10
N 1.56 0.37 -0.06
N -1.51 -0.28 0.26
S 2.28 1.87 0.24
H 2.26 -2.64 -0.14
H -2.14 1.13 -1.24
H -3.33 0.31 -0.05
H -2.12 1.77 0.43
H 1.70 1.90 1.49

***

11
Properties=species:S:1:pos:R:3 method="wB97M-V/def2-TZVPD" e_lumo_ev=-0.185 gap_ev=9.84 max_force_ev_per_a=5.6
C -0.97 -0.42 0.08
C -0.41 0.84 0.01
C 0.93 1.07 -0.01
C 1.80 -0.01 -0.04
H -0.90 -0.90 1.15
H -0.61 -1.13 -0.72
H -1.18 1.61 0.16
H 1.26 1.99 -0.07
H 2.83 0.25 0.13
O 1.45 -1.12 -0.02
F -2.35 -0.19 -0.08

***

84
Properties=species:S:1:pos:R:3 method="wB97M-V/def2-TZVPD" e_lumo_ev="-7.393 / -9.189" gap_ev="5.41 / 3.60" total_charge=+2 max_force_ev_per_a=7.2 s_squared=3.7714 spin_multiplicity=4
Re 1.39 -0.42 0.28
C -0.62 0.15 1.03
C -0.03 -0.92 1.75
C 1.44 0.88 1.83
C 0.30 1.24 1.01
C 1.23 -0.49 2.30
C -2.10 0.25 0.79
H -2.58 -0.75 0.81
H -2.36 0.78 -0.15
H -2.54 0.81 1.63
C -0.04 2.62 0.47
H -1.12 2.80 0.56
H 0.16 2.69 -0.61
H 0.52 3.41 0.99
C 2.72 1.66 1.86
H 2.92 2.20 2.78
H 2.74 2.38 1.04
H 3.56 0.98 1.70
C 2.20 -1.43 2.91
H 2.29 -1.32 3.98
H 3.20 -1.36 2.47
H 1.85 -2.45 2.71
C -0.78 -2.18 2.08
H -1.28 -2.03 3.06
H -0.14 -3.05 2.15
H -1.58 -2.35 1.34
C 0.08 -0.36 -2.83
C -0.99 -1.21 -2.86
C -0.92 -2.67 -2.54
C 0.46 -3.32 -2.16
C 1.39 -2.95 -1.07
C 2.47 -2.07 -1.09
C 2.67 -0.92 -2.06
C 1.50 -0.75 -3.07
H -1.36 -3.33 -3.32
H 0.98 -3.47 -3.10
H -1.59 -2.80 -1.67
H 1.42 -1.67 -3.68
H -0.01 0.68 -2.46
H -1.98 -0.74 -2.78
H 1.81 0.02 -3.79
H 2.99 0.04 -1.61
H 3.36 -2.34 -0.50
H 3.63 -1.15 -2.66
H 0.20 -4.36 -1.92
H 1.37 -3.60 -0.19
P 3.02 -2.48 -4.58
P 5.52 -2.09 -2.38
C 4.68 -3.15 -4.93
C 5.78 -2.35 -4.24
H 4.79 -3.05 -6.03
H 4.72 -4.22 -4.65
H 6.72 -2.91 -4.29
H 5.89 -1.36 -4.69
C 7.15 -1.29 -2.23
H 7.38 -1.18 -1.16
H 7.12 -0.30 -2.72
H 7.88 -1.94 -2.73
C 6.00 -3.82 -1.96
H 6.88 -4.08 -2.56
H 5.18 -4.53 -2.16
H 6.25 -3.84 -0.88
C 2.94 -1.19 -5.88
H 1.97 -0.67 -5.86
H 3.05 -1.71 -6.84
H 3.73 -0.44 -5.77
C 2.03 -3.82 -5.30
H 2.39 -4.78 -4.89
H 2.19 -3.78 -6.38
H 0.96 -3.70 -5.07
F -2.77 0.96 -4.18
C -3.50 1.85 -3.44
F -4.18 2.64 -4.31
F -4.41 1.12 -2.72
C -2.53 2.65 -2.45
O -1.82 1.82 -1.75
C -1.56 3.61 -3.34
F -2.22 4.59 -4.01
F -0.64 4.20 -2.53
F -0.88 2.86 -4.25
C -3.47 3.65 -1.60
F -4.30 4.40 -2.39
F -4.23 2.94 -0.72
F -2.72 4.52 -0.85

***

13
Properties=species:S:1:pos:R:3 method="wB97M-V/def2-TZVPD" e_lumo_ev=0.939 gap_ev=10.90 max_force_ev_per_a=0.5
C -1.72 -0.21 0.52
C -0.30 -0.45 0.07
C 0.21 0.08 -1.21
N 0.58 0.71 0.06
C 1.90 0.55 0.49
O 2.76 1.39 0.35
H -1.78 -0.19 1.61
H -2.38 -1.00 0.15
H -2.07 0.75 0.14
H 0.15 -1.39 0.41
H 0.98 -0.49 -1.73
H -0.43 0.67 -1.86
H 2.11 -0.41 1.00

***

5
Properties=species:S:1:pos:R:3 method="wB97M-V/def2-TZVPD" e_lumo_ev="-17.844 / -16.714" gap_ev="5.32 / 9.58" total_charge=+3 max_force_ev_per_a=5.9 s_squared=3.7645 spin_multiplicity=4
O 0.38 1.76 -2.25
C 0.65 1.63 -1.13
O 0.22 0.31 -0.07
Pr -0.75 -1.95 -0.35
Li 1.13 1.20 1.33

***

12
Properties=species:S:1:pos:R:3 method="wB97M-V/def2-TZVPD" e_lumo_ev="-5.206 / -4.863" gap_ev="8.14 / 8.38" total_charge=+1 max_force_ev_per_a=5.2
C 1.20 -0.40 0.30
C 0.27 0.58 -0.21
C -0.97 -1.28 0.12
N -0.96 0.17 0.39
I -1.86 -2.45 1.58
H 2.14 -0.48 -0.38
H 1.28 -0.45 1.30
H 0.64 1.62 0.05
H 0.26 0.43 -1.39
H -1.18 -1.56 -0.90
H -0.87 0.27 1.40
H -1.84 0.63 0.04

***

53
Properties=species:S:1:pos:R:3 method="wB97M-V/def2-TZVPD" e_lumo_ev=0.276 gap_ev=10.10 max_force_ev_per_a=2.2
O -9.99 16.29 -12.91
H -9.65 15.62 -13.51
H -10.79 16.62 -13.34
O -8.07 15.66 -10.99
H -7.86 16.58 -10.77
H -8.95 15.70 -11.40
O -11.84 18.90 -16.09
H -11.70 18.37 -15.30
H -10.95 19.11 -16.40
C -8.32 19.15 -11.03
O -7.37 18.49 -11.45
N -8.16 20.22 -10.18
N -9.62 18.76 -11.11
H -7.27 20.53 -9.83
H -8.95 20.83 -10.10
H -10.26 19.28 -10.55
H -9.87 17.96 -11.66
C -8.10 16.55 -15.77
C -6.68 17.00 -16.10
C -6.42 18.40 -15.54
O -5.73 16.12 -15.54
H -8.88 17.23 -16.09
H -8.13 16.35 -14.70
H -8.28 15.56 -16.19
H -6.51 16.94 -17.18
H -5.41 18.77 -15.78
H -6.48 18.46 -14.45
H -7.03 19.21 -15.96
H -4.87 16.49 -15.34
C -9.82 11.96 -14.93
C -8.56 11.38 -15.52
C -8.53 9.87 -15.73
O -8.17 12.10 -16.70
H -10.14 11.29 -14.13
H -10.58 12.08 -15.71
H -9.69 12.92 -14.42
H -7.74 11.55 -14.81
H -8.68 9.28 -14.82
H -7.53 9.61 -16.06
H -9.23 9.53 -16.49
H -8.93 11.93 -17.29
C -11.73 14.79 -16.27
C -12.86 15.23 -15.35
C -12.91 14.31 -14.13
O -12.57 16.53 -14.88
H -10.75 14.78 -15.79
H -11.74 15.51 -17.09
H -11.93 13.84 -16.75
H -13.80 15.18 -15.91
H -11.91 14.27 -13.68
H -13.14 13.25 -14.29
H -13.59 14.65 -13.34
H -13.34 16.83 -14.38